[1]
{"formula": "C68H51ClCrN3O3PS2", "method": "ωB97M-V/def2-TZVPD", "charge": 1, "lumo_ev": [-3.11, -3.11], "multiplicity": 4, "symbols": ["Cr", "Cl", "C", "C", "C", "C", "O", "C", "C", "N", "C", "C", "C", "C", "C", "C", "C", "C", "N", "C", "C", "H", "H", "H", "H", "H", "H", "H", "H", "H", "H", "C", "C", "C", "C", "C", "C", "C", "S", "O", "C", "C", "C", "C", "C", "C", "C", "C", "C", "C", "C", "C", "C", "C", "C", "C", "C", "C", "C", "C", "S", "O", "C", "C", "C", "C", "C", "C", "C", "H", "H", "H", "H", "H", "H", "H", "H", "H", "H", "H", "H", "H", "H", "H", "H", "H", "H", "H", "H", "H", "H", "H", "H", "H", "H", "N", "P", "C", "C", "C", "C", "C", "C", "C", "C", "C", "C", "C", "C", "C", "C", "C", "C", "C", "C", "H", "H", "H", "H", "H", "H", "H", "H", "H", "H", "H", "H", "H", "H", "H"], "xyz": [[-0.174900, -0.248700, -0.006300], [4.535100, 0.079500, 5.483600], [3.186900, -0.024400, 4.414000], [1.890600, -0.099200, 4.933900], [0.818300, -0.151900, 4.084400], [0.964900, -0.123000, 2.676500], [-0.067400, -0.116300, 1.913600], [2.301800, -0.094600, 2.159100], [2.607200, -0.123100, 0.776800], [1.755800, -0.193000, -0.207000], [2.187500, -0.282000, -1.526400], [3.492200, -0.285500, -1.989500], [3.751500, -0.453900, -3.351400], [2.739500, -0.607300, -4.261100], [1.397000, -0.573100, -3.834900], [0.293700, -0.737000, -4.697800], [-0.970300, -0.618400, -4.172600], [-1.141400, -0.367400, -2.813300], [-0.134000, -0.283700, -1.954200], [1.128200, -0.386200, -2.459800], [3.385700, -0.030600, 3.057800], [1.745500, -0.111900, 6.001700], [-0.178500, -0.208300, 4.487900], [3.671600, -0.101500, 0.550200], [4.333400, -0.153200, -1.327600], [4.777100, -0.470400, -3.682700], [2.958100, -0.747200, -5.308500], [0.451900, -0.947600, -5.743600], [-1.841400, -0.727900, -4.797200], [-2.136200, -0.221500, -2.414500], [4.388300, 0.022400, 2.658800], [-8.109700, -2.355600, 0.547500], [-6.748400, -1.760700, 0.381900], [-5.620100, -2.571700, 0.315700], [-4.354500, -2.019000, 0.221400], [-4.222600, -0.643400, 0.200200], [-5.331300, 0.185100, 0.225200], [-6.589200, -0.377400, 0.315000], [-2.578000, 0.112200, 0.219800], [-2.669600, 1.275000, -0.674600], [-2.677300, 0.701400, 1.913100], [-2.950300, -0.283600, 2.878000], [-2.796800, -0.010700, 4.203300], [-2.321200, 1.253300, 4.615500], [-2.007600, 1.511200, 5.965400], [-1.552000, 2.739000, 6.354500], [-1.412600, 3.766700, 5.411000], [-1.690100, 3.544100, 4.090300], [-2.135400, 2.279200, 3.649700], [-2.337300, 1.985500, 2.265100], [-2.338700, 3.130900, 1.323600], [-3.457100, 4.009900, 1.441600], [-4.589900, 3.673500, 2.215800], [-5.675900, 4.503200, 2.263500], [-5.673200, 5.719700, 1.566200], [-4.587600, 6.077400, 0.817000], [-3.464400, 5.230000, 0.717200], [-2.353600, 5.553500, -0.090000], [-1.340600, 4.656900, -0.264300], [-1.354400, 3.429000, 0.412200], [-0.100600, 2.191900, -0.034200], [1.161600, 2.572400, 0.601900], [0.071800, 2.623800, -1.788300], [-1.016000, 2.672400, -2.648900], [-0.800800, 2.724600, -4.012800], [0.487300, 2.713300, -4.541400], [0.688000, 2.621800, -6.020400], [1.563700, 2.739800, -3.664300], [1.358200, 2.690600, -2.296300], [-8.087900, -3.431300, 0.396200], [-8.816600, -1.912900, -0.151000], [-8.477600, -2.159300, 1.554600], [-5.724400, -3.645800, 0.351900], [-3.475600, -2.645200, 0.172500], [-5.197200, 1.254800, 0.178300], [-7.457100, 0.263900, 0.351200], [-3.311000, -1.247700, 2.559200], [-3.016100, -0.764600, 4.944000], [-2.098300, 0.706300, 6.682500], [-1.277600, 2.917900, 7.384100], [-1.060300, 4.733500, 5.731100], [-1.523500, 4.330500, 3.368100], [-4.609100, 2.736100, 2.751400], [-6.545300, 4.218700, 2.836300], [-6.539400, 6.362700, 1.620900], [-4.586000, 7.011400, 0.275400], [-2.331100, 6.506900, -0.594500], [-0.510800, 4.880900, -0.915100], [-2.020400, 2.642700, -2.257600], [-1.646900, 2.742800, -4.683900], [0.189300, 3.435700, -6.541800], [0.258800, 1.687100, -6.380200], [1.743300, 2.643100, -6.273700], [2.572000, 2.780700, -4.046200], [2.186100, 2.692000, -1.602600], [-0.318800, -2.063700, -0.002700], [-0.066500, -3.599600, 0.009600], [-1.165300, -4.391600, -1.219000], [-1.318700, -5.762200, -1.380300], [-2.213100, -6.238500, -2.324900], [-2.953300, -5.359000, -3.100700], [-2.796100, -3.991700, -2.943600], [-1.905600, -3.514900, -2.001300], [1.646400, -4.079700, -0.397000], [2.006700, -4.415300, -1.697400], [3.327900, -4.707300, -1.992100], [4.291300, -4.657100, -0.997100], [3.939800, -4.277900, 0.289700], [2.622300, -3.980300, 0.589800], [-0.488600, -4.318900, 1.632100], [0.048700, -5.488900, 2.150300], [-0.366900, -5.943600, 3.390800], [-1.337000, -5.251800, 4.098600], [-1.874600, -4.083400, 3.580400], [-1.436900, -3.609800, 2.358600], [-0.742500, -6.448600, -0.776500], [-2.337100, -7.302600, -2.457300], [-3.655000, -5.740300, -3.826200], [-3.365500, -3.300000, -3.547100], [-1.757000, -2.454400, -1.847800], [1.251800, -4.462100, -2.470900], [3.607900, -4.979900, -2.999000], [5.314800, -4.917300, -1.222700], [4.694100, -4.219200, 1.060600], [2.336400, -3.681500, 1.590000], [0.797300, -6.032400, 1.593000], [0.064700, -6.844000, 3.803900], [-1.666300, -5.622900, 5.056900], [-2.634000, -3.543700, 4.126500], [-1.789300, -2.675100, 1.943400]], "forces_ev_per_a": [[-0.334, -1.704, 1.875], [0.234, -0.002, 0.222], [0.169, 0.017, -0.527], [-0.079, -0.009, -0.373], [-0.116, -0.025, 0.042], [0.726, -0.006, -0.070], [-0.148, 0.135, 0.014], [-0.393, 0.006, 0.221], [-0.136, -0.034, 0.090], [0.924, 0.328, 0.731], [0.636, -0.152, -0.783], [-0.621, 0.020, 0.413], [-0.114, -0.009, -0.422], [0.109, -0.001, 0.064], [-0.107, -0.124, 0.290], [-0.418, 0.085, 0.519], [0.429, -0.236, -0.594], [0.345, 0.055, 0.609], [-0.471, -0.112, -2.467], [0.384, -0.181, -0.214], [0.021, -0.010, 0.325], [-0.027, 0.003, 0.149], [-0.115, -0.005, -0.036], [-0.076, -0.034, -0.076], [0.009, -0.067, 0.118], [0.131, 0.012, -0.068], [0.010, -0.030, -0.122], [0.019, 0.007, -0.156], [-0.124, 0.033, -0.064], [0.005, -0.011, 0.012], [0.126, -0.007, 0.029], [-0.064, -0.011, 0.027], [0.140, -0.138, -0.019], [-0.116, 0.059, 0.026], [0.203, 0.060, -0.026], [0.673, -0.618, -0.173], [0.097, 0.260, 0.004], [0.211, -0.010, -0.006], [-2.136, 0.452, 1.205], [-0.312, 0.619, -1.041], [0.172, 0.209, 0.134], [-0.007, -0.055, 0.375], [-0.029, -0.041, -0.380], [0.000, 0.268, -0.140], [0.060, 0.058, 0.148], [-0.036, -0.228, 0.106], [0.012, 0.050, -0.249], [0.097, 0.158, 0.076], [0.090, -0.406, 0.168], [-0.169, -0.576, -0.277], [0.190, 0.189, -0.240], [0.171, 0.284, -0.219], [-0.262, 0.049, 0.084], [0.137, -0.292, 0.082], [0.105, 0.210, -0.165], [-0.236, 0.080, 0.056], [-0.019, -0.275, 0.205], [0.201, -0.121, -0.044], [0.029, 0.310, -0.080], [-0.275, -0.650, 0.302], [-0.038, 2.078, -0.504], [0.690, 0.082, 0.466], [-0.127, -0.288, -0.004], [-0.134, 0.125, -0.116], [0.039, 0.059, 0.174], [0.126, 0.068, 0.100], [0.025, 0.067, 0.043], [-0.164, 0.131, -0.033], [0.006, 0.147, 0.528], [-0.059, -0.057, -0.012], [-0.069, -0.010, -0.045], [-0.067, -0.026, 0.043], [-0.048, -0.110, -0.020], [0.096, -0.138, 0.003], [-0.029, 0.192, 0.025], [-0.096, 0.073, -0.015], [-0.001, -0.176, 0.014], [-0.009, -0.086, 0.112], [-0.081, -0.031, 0.055], [-0.052, 0.012, 0.069], [0.072, 0.144, 0.005], [-0.042, 0.053, -0.013], [-0.022, -0.042, 0.064], [-0.063, -0.030, 0.082], [-0.014, 0.088, -0.018], [0.023, 0.101, -0.077], [0.018, 0.111, -0.086], [0.041, 0.106, -0.106], [-0.059, 0.003, -0.012], [-0.131, 0.005, -0.074], [-0.045, 0.057, -0.068], [-0.003, -0.069, -0.143], [0.098, -0.010, -0.087], [0.137, -0.023, -0.077], [0.133, -0.020, 0.036], [0.013, -1.120, -0.014], [0.019, 1.133, -0.070], [0.247, 0.143, 0.288], [0.022, 0.097, -0.051], [0.012, -0.162, 0.032], [-0.027, 0.021, -0.037], [-0.055, -0.071, -0.041], [0.101, 0.065, 0.012], [-0.491, 0.019, 0.140], [-0.098, -0.053, 0.071], [0.071, 0.024, -0.100], [-0.026, 0.025, -0.017], [0.104, 0.053, 0.085], [-0.093, -0.025, -0.017], [0.170, 0.041, -0.406], [-0.010, 0.029, -0.088], [0.008, -0.138, 0.039], [0.027, -0.021, 0.010], [-0.049, 0.016, 0.007], [0.035, 0.047, -0.090], [0.030, -0.112, 0.061], [-0.015, -0.103, -0.004], [-0.059, -0.069, -0.088], [-0.088, 0.037, -0.072], [-0.064, -0.123, 0.056], [-0.044, -0.042, -0.060], [0.008, -0.043, -0.078], [0.087, 0.019, -0.026], [0.056, -0.011, 0.070], [0.045, -0.004, 0.103], [0.103, -0.099, -0.031], [0.006, -0.055, 0.026], [-0.039, -0.024, 0.102], [-0.051, 0.067, 0.108], [-0.032, 0.016, 0.082]]}

---

[2]
{"formula": "C15H22N4O5", "method": "ωB97M-V/def2-TZVPD", "lumo_ev": 0.41, "smiles": "O=C1CC(=O)N(N2CCN(C(=O)OC3CCCCC3)CC2)C(=O)N1", "relative_energy_kcal_mol": 52.80, "symbols": ["O", "C", "C", "C", "O", "N", "N", "C", "C", "N", "C", "O", "O", "C", "C", "C", "C", "C", "C", "C", "C", "C", "O", "N", "H", "H", "H", "H", "H", "H", "H", "H", "H", "H", "H", "H", "H", "H", "H", "H", "H", "H", "H", "H", "H", "H"], "xyz": [[0.023817, -3.102931, -6.853075], [0.171080, -2.176898, -6.072188], [1.310730, -1.197580, -6.255863], [1.273920, -0.138338, -5.229935], [1.844599, 0.885891, -5.525629], [0.598664, -0.286966, -4.034731], [0.962773, 0.563565, -2.905983], [0.194322, 1.769546, -2.597488], [-0.823292, 1.521055, -1.477158], [-0.136570, 0.894049, -0.338786], [-0.628063, 1.124029, 0.945144], [-1.400567, 2.069315, 1.117372], [-0.149531, 0.326838, 1.933357], [-0.452180, 0.682830, 3.308629], [-1.582744, -0.272340, 3.762216], [-1.937532, -0.102566, 5.256797], [-0.668667, -0.369104, 6.076706], [0.476758, 0.565955, 5.629056], [0.785211, 0.493732, 4.138209], [0.713893, -0.281282, -0.601118], [1.660039, 0.006493, -1.736510], [-0.331166, -1.332421, -3.931920], [-0.977939, -1.580362, -2.931221], [-0.571852, -2.193589, -4.948650], [1.339132, -0.773529, -7.259062], [2.226687, -1.736192, -6.199663], [0.862215, 2.575912, -2.241032], [-0.313572, 2.075395, -3.511937], [-1.579209, 0.826081, -1.814538], [-1.308563, 2.458807, -1.201928], [-0.755305, 1.763305, 3.367793], [-2.469196, -0.130236, 3.165943], [-1.274227, -1.317530, 3.594518], [-2.327586, 0.880850, 5.457652], [-2.686113, -0.861038, 5.526919], [-0.362778, -1.382872, 6.005000], [-0.903165, -0.111855, 7.120755], [0.231243, 1.618771, 5.852980], [1.376492, 0.255194, 6.177162], [1.531286, 1.255513, 3.973494], [1.270554, -0.463384, 3.895592], [0.129835, -1.155718, -0.766454], [1.353460, -0.525044, 0.294312], [2.412996, 0.705274, -1.321673], [2.170058, -0.909837, -1.978884], [-1.279946, -2.916789, -4.864178]], "forces_ev_per_a": [[-0.101, 0.613, -0.306], [1.008, -2.745, -2.365], [-2.053, -0.640, 0.472], [1.498, 2.632, -1.111], [0.123, 0.295, 0.776], [0.023, -0.086, 1.734], [0.487, -0.498, -1.221], [-0.598, -0.529, 0.067], [0.365, -0.317, -0.095], [0.473, -0.602, 1.684], [-0.705, 1.898, -0.784], [0.632, -1.263, 0.501], [0.229, 0.488, -0.947], [-1.041, 0.248, -0.041], [0.146, 0.281, 0.517], [0.871, -1.337, -0.613], [-0.514, 2.344, 0.340], [-0.267, -0.482, 0.239], [0.509, -0.688, 0.324], [0.613, 0.393, 1.440], [-0.521, -0.052, -0.185], [-1.636, -0.546, 3.139], [0.454, 1.122, 0.564], [0.923, 1.315, -1.220], [-0.435, 0.130, 0.179], [0.777, -0.662, 0.411], [0.086, -0.464, -0.464], [0.052, 0.203, 0.093], [-0.408, -0.176, -0.301], [0.231, -0.220, 0.314], [-0.040, -1.044, -0.262], [-0.258, 0.263, -0.430], [0.169, 0.324, 0.010], [-0.199, 0.440, 0.099], [-0.039, 0.375, -0.078], [0.224, -1.040, -0.055], [0.226, -0.427, -0.084], [0.075, -0.394, 0.259], [-0.102, 0.471, -0.026], [0.215, 0.356, -0.563], [-0.262, 0.056, 0.000], [-0.662, -0.664, -0.427], [-0.776, 0.573, -0.670], [-0.291, 0.090, -0.813], [0.264, -0.320, -0.400], [0.234, 0.291, 0.296]]}

---

Calculated values (Eh) of energy for the records, taken in order: -5654.1394; -1180.0295.